1.
The following is a quantum chemistry calculation of a molecular structure, C26H30MoNS at a distorted geometry, from OMol25.

Calculated values
- Gap between HOMO and LUMO (spin up / spin down): 6.22 / 6.56 eV
- Lowest unoccupied orbital energy (spin up / spin down): -3.2 / -3.2 eV

The geometry in ORCA input format:
```
! wB97M-V def2-TZVPD RIJCOSX def2/J DEFGRID3
* xyz 1 3
C -0.03 0.48 -4.91
C 0.55 1.84 -4.84
C 0.75 -0.55 -5.64
C -1.50 0.38 -4.98
H 0.68 -0.42 -6.73
H 0.38 -1.56 -5.43
H 1.82 -0.50 -5.39
H 0.52 2.34 -5.82
H 1.60 1.82 -4.53
H -0.03 2.48 -4.15
H -1.88 0.60 -5.99
H -1.98 1.10 -4.30
H -1.85 -0.63 -4.74
C 2.82 -0.09 -0.07
C 2.49 -0.92 -1.21
C 1.98 -0.04 -2.24
H 2.74 -1.96 -1.35
C 1.92 1.30 -1.69
C 2.48 1.25 -0.38
H 2.72 2.12 0.22
H 3.39 -0.43 0.79
H 1.83 -0.30 -3.29
H 1.61 2.18 -2.24
C -1.88 -1.08 -0.50
C -0.99 -2.15 -0.18
C -0.22 -2.46 -1.34
H -0.96 -2.69 0.76
C -0.65 -1.60 -2.40
C -1.67 -0.72 -1.88
H -2.21 0.04 -2.43
H -2.67 -0.67 0.13
H 0.50 -3.27 -1.45
H -0.36 -1.66 -3.44
Mo 0.26 -0.33 -0.90
N -0.14 0.56 0.86
S 0.68 0.62 2.34
C -0.35 1.74 3.30
C 0.31 2.71 4.08
C -0.45 3.59 4.86
C -1.85 3.51 4.85
C -2.49 2.55 4.07
C -1.74 1.66 3.29
C 0.36 -0.97 3.15
C -0.40 -1.09 4.32
C -0.63 -2.35 4.88
C -0.06 -3.49 4.31
C 0.76 -3.37 3.18
C 0.98 -2.11 2.61
H -0.90 1.24 0.88
H 1.40 2.75 4.06
H 0.06 4.33 5.48
H -2.44 4.20 5.46
H -3.58 2.48 4.06
H -2.24 0.88 2.70
H -0.82 -0.20 4.78
H -1.25 -2.43 5.77
H -0.24 -4.47 4.75
H 1.23 -4.25 2.74
H 1.64 -2.01 1.75
*
```

=====

2.
The following is a quantum chemistry calculation of 2 unconnected molecules or ions with the total composition C26H31 at a distorted geometry, from OMol25.

Calculated values
- Gap between HOMO and LUMO: 5.29 eV
- Lowest unoccupied orbital energy: -5.0 eV

The geometry in ORCA input format:
```
! wB97M-V def2-TZVPD RIJCOSX def2/J DEFGRID3
* xyz 1 1
C -0.55 3.00 10.75
C -1.33 4.12 10.21
H -1.45 3.48 8.57
C -2.73 4.19 10.62
C -3.28 5.34 11.10
C -4.67 5.41 11.64
C -2.48 6.61 11.17
C -1.11 6.54 10.51
C -0.31 7.80 10.51
C -0.64 5.37 10.01
H -0.37 3.28 11.80
H -1.07 2.03 10.74
H 0.42 2.84 10.27
H -3.31 3.27 10.68
H -4.91 6.44 11.93
H -5.40 5.07 10.88
H -4.82 4.78 12.54
H -3.06 7.41 10.65
H -2.39 6.96 12.21
H -0.90 8.64 10.89
H 0.59 7.73 11.14
H 0.02 8.03 9.48
H 0.37 5.36 9.61
C -6.29 0.13 6.72
C -5.02 0.86 6.97
C -5.00 2.16 7.50
C -3.81 2.86 7.59
C -2.59 2.28 7.27
C -1.37 3.15 7.55
C -0.05 2.49 7.27
C 1.11 3.12 6.97
C 2.26 2.40 6.52
C 3.53 3.03 6.48
C 4.66 2.38 5.98
C 4.56 1.05 5.50
C 5.75 0.34 4.93
C 3.33 0.40 5.61
C 2.22 1.03 6.11
C -2.57 0.97 6.82
C -3.79 0.26 6.68
H -6.08 -0.85 6.30
H -6.86 -0.04 7.65
H -6.94 0.67 6.03
H -5.91 2.63 7.85
H -3.80 3.91 7.93
H -1.46 4.13 7.04
H -0.06 1.42 7.45
H 1.22 4.18 7.09
H 3.61 4.05 6.85
H 5.62 2.89 5.94
H 5.43 -0.64 4.56
H 6.18 0.89 4.08
H 6.54 0.20 5.66
H 3.28 -0.64 5.25
H 1.28 0.48 6.20
H -1.63 0.45 6.56
H -3.79 -0.77 6.34
*
```

=====

3.
The following is a quantum chemistry calculation of a molecular structure, C26H31ClN4O6OsTe at a distorted geometry, from OMol25.

Calculated values
- Energy above the lowest of the compared OMol25 structures with the same formula, charge and spin: 45.4 kcal per mole
- Gap between HOMO and LUMO (spin up / spin down): 5.42 / 5.43 eV
- Lowest unoccupied orbital energy (spin up / spin down): -8.1 / -8.1 eV

The geometry in ORCA input format:
```
! wB97M-V def2-TZVPD RIJCOSX def2/J DEFGRID3
* xyz 2 1
Os 0.40 -0.05 0.77
C 1.10 3.02 3.20
C 0.22 2.96 2.00
N 0.17 2.00 1.09
C -0.72 2.42 0.11
C -1.23 3.63 0.46
N -0.62 3.94 1.64
C -2.25 4.58 -0.10
O -2.83 4.25 -1.23
O -2.47 5.58 0.53
C -0.92 1.59 -1.09
O -1.72 1.87 -1.95
O -0.14 0.51 -1.10
H 1.40 2.02 3.49
H 0.59 3.51 4.03
H 2.00 3.60 2.96
H -0.82 4.81 2.14
H -2.51 3.40 -1.61
N -0.67 -4.66 -0.87
C -1.19 -3.46 -1.61
C -1.05 -2.25 -0.70
N 0.37 -2.01 -0.28
C 0.95 -3.24 0.31
C 0.79 -4.46 -0.58
H -0.83 -5.52 -1.41
H -1.17 -4.75 0.01
H -2.24 -3.61 -1.87
H -0.62 -3.34 -2.52
H -1.65 -2.39 0.19
H -1.41 -1.37 -1.23
H 0.89 -1.76 -1.12
H 0.44 -3.40 1.26
H 2.01 -3.08 0.51
H 1.19 -5.34 -0.08
H 1.30 -4.34 -1.53
Cl -7.26 -1.74 4.65
C -5.69 -1.62 3.97
C -4.62 -2.24 4.61
C -3.36 -2.15 4.06
C -3.16 -1.43 2.88
C -4.23 -0.81 2.25
C -5.50 -0.92 2.78
C -1.79 -1.33 2.32
O -1.01 -2.30 2.46
O -1.51 -0.24 1.68
H -4.79 -2.78 5.53
H -2.51 -2.63 4.54
H -4.07 -0.26 1.33
H -6.35 -0.46 2.30
C 6.80 -2.52 5.42
C 5.55 -2.18 4.65
C 5.37 -0.93 4.07
C 4.18 -0.56 3.46
C 4.05 0.83 2.88
C 3.14 -1.49 3.43
Te 1.17 -0.86 3.05
C 3.32 -2.79 3.92
C 2.27 -3.87 3.76
C 4.53 -3.11 4.52
H 7.48 -1.67 5.47
H 7.31 -3.36 4.96
H 6.54 -2.82 6.43
H 6.18 -0.21 4.12
H 5.00 1.16 2.47
H 3.76 1.55 3.65
H 3.31 0.86 2.08
H 1.27 -3.44 3.59
H 2.22 -4.50 4.64
H 2.52 -4.51 2.91
H 4.67 -4.12 4.91
*
```

=====

4.
The following is a quantum chemistry calculation of a molecular structure, C26H31F2IrN4O, from OMol25.

Calculated values
- Energy above the lowest of the compared OMol25 structures with the same formula, charge and spin: 0.0 kcal per mole
- Gap between HOMO and LUMO (spin up / spin down): 5.82 / 5.82 eV
- Lowest unoccupied orbital energy (spin up / spin down): -7.5 / -7.5 eV

The geometry in ORCA input format:
```
! wB97M-V def2-TZVPD RIJCOSX def2/J DEFGRID3
* xyz 2 1
Ir 0.94 -0.73 -1.25
F 4.51 -4.40 -1.37
C 3.67 -3.76 -0.59
C 2.59 -3.14 -1.13
C 1.69 -2.33 -0.36
C 1.82 -2.56 1.12
C 3.09 -3.12 1.60
F 3.35 -3.06 2.90
C 3.99 -3.71 0.80
C 0.78 -2.44 1.99
C 0.70 -2.82 3.39
C -0.48 -3.12 3.96
C -1.71 -3.12 3.18
C -1.71 -2.57 1.98
N -0.49 -1.91 1.48
H 2.46 -3.19 -2.20
H 4.89 -4.15 1.19
H 1.61 -2.93 3.96
H -0.51 -3.45 4.99
H -2.61 -3.56 3.57
H -2.56 -2.48 1.31
C -4.11 2.17 4.06
C -3.59 1.55 2.80
C -4.32 1.61 1.62
C -3.88 1.03 0.45
C -4.75 1.13 -0.78
C -2.64 0.35 0.46
C -2.19 -0.24 -0.77
O -1.13 -0.88 -0.92
C -1.88 0.26 1.65
C -0.53 -0.40 1.80
C -2.37 0.86 2.79
H -4.51 3.17 3.86
H -3.34 2.25 4.82
H -4.93 1.57 4.46
H -5.27 2.14 1.62
H -5.56 1.83 -0.59
H -5.20 0.17 -1.03
H -4.21 1.49 -1.65
H -2.84 -0.17 -1.65
H -0.48 -1.98 0.45
H -0.23 -0.33 2.84
H 0.25 0.04 1.17
H -1.80 0.80 3.72
C 3.55 1.16 -3.86
N 2.78 1.20 -2.61
C 2.93 0.07 -1.73
C 1.58 1.83 -2.56
N 0.59 1.19 -1.96
N 1.44 3.05 -3.10
C 0.11 3.60 -3.30
C 2.56 3.98 -3.27
H 3.47 0.17 -4.31
H 4.60 1.38 -3.67
H 3.16 1.88 -4.56
H 3.83 -0.49 -2.02
H 2.22 -0.95 -2.24
H 3.08 0.36 -0.69
H -0.22 1.76 -1.79
H -0.55 2.85 -3.74
H 0.18 4.44 -3.99
H -0.33 3.97 -2.37
H 3.45 3.59 -2.79
H 2.30 4.93 -2.79
H 2.76 4.16 -4.32
*
```